Computed, not measured: 11 unconnected molecules or ions with the total composition C42H108N10O4, with ωB97M-V/def2-TZVPD.

Last column: Löwdin charge in e.
Geometry (Å):
N: -0.3104 2.8976 4.0486  0.3544
H: -0.6459 3.7729 3.6728  0.1284
H: -0.8612 2.0859 3.8082  0.0857
H: -0.4401 3.0044 5.0445  0.1641
H: 0.6473 2.8108 3.7397  0.1454
N: -0.4430 -3.9446 -1.5513  0.3199
H: -0.9054 -3.1131 -1.8902  0.0635
H: 0.3517 -4.2137 -2.1136  0.1566
H: -1.1044 -4.7062 -1.5004  0.1573
H: -0.1169 -3.6702 -0.6356  0.0840
N: -2.0315 3.5842 -1.3355  0.3018
H: -2.4836 3.8033 -2.2116  0.0386
H: -1.0672 3.2973 -1.4240  0.0580
H: -2.6472 2.9655 -0.8273  0.0490
H: -2.0942 4.4199 -0.7718  0.1266
N: -3.4451 4.0950 2.4256  0.3544
H: -2.6533 4.6168 2.7733  0.1302
H: -3.1342 3.1384 2.3350  0.0834
H: -3.4725 4.5199 1.5097  0.1385
H: -4.2245 4.3263 3.0250  0.1718
C: -1.4459 -0.6739 1.7695  0.1062
C: -2.1976 0.4361 1.7227  -0.3023
C: -2.7824 0.8757 0.4155  -0.3437
O: -3.6227 1.8538 0.3347  -0.0583
C: -2.4618 0.2845 -0.7704  0.0745
C: -1.6231 -0.8772 -0.8028  -0.2598
C: -1.1025 -1.4805 0.6002  -0.2186
O: -0.4596 -2.5209 0.6459  0.0936
O: -1.2902 -1.4582 -1.8425  0.0472
O: -2.2004 1.0978 2.8316  -0.0249
H: -0.9118 -0.9030 2.6798  0.1323
H: -2.9119 0.5887 -1.7038  0.1317
C: -4.5548 6.0197 -4.8669  -0.0354
C: -3.4975 5.5443 -3.7482  -0.1917
N: -3.4681 4.0541 -3.5874  -0.2406
C: -4.7743 3.4031 -3.2764  -0.2106
C: -5.4168 4.0081 -2.0178  -0.0790
C: -2.8035 3.3801 -4.7185  -0.2138
C: -2.3801 1.9263 -4.3897  -0.0679
H: -5.5814 5.8145 -4.5633  0.0699
H: -4.3112 5.5182 -5.8035  0.0680
H: -4.4271 7.0670 -5.1405  0.0782
H: -2.4725 5.8802 -3.9056  0.0985
H: -3.8261 5.9993 -2.8138  0.0904
H: -5.5200 3.5640 -4.0550  0.1205
H: -4.7516 2.3273 -3.1028  0.1087
H: -5.6513 5.0713 -2.0694  0.0747
H: -6.2491 3.3603 -1.7428  0.0906
H: -4.8076 3.8937 -1.1212  0.0298
H: -1.9353 3.9594 -5.0327  0.1207
H: -3.4956 3.3172 -5.5582  0.1197
H: -3.1930 1.2305 -4.1820  0.0692
H: -1.7141 1.8966 -3.5274  0.0357
H: -1.8334 1.5767 -5.2655  0.0769
C: 2.2857 0.9835 -2.5596  -0.0518
C: 0.8327 1.5315 -2.5528  -0.2032
N: 0.7139 2.9052 -2.0185  -0.2260
C: 1.2632 3.8972 -2.9150  -0.2378
C: 0.5103 5.1907 -2.7875  -0.0753
C: 1.2890 3.0848 -0.7022  -0.2245
C: 0.4861 2.3798 0.4068  -0.0659
H: 2.3089 0.1328 -3.2406  0.0525
H: 2.6426 0.5955 -1.6055  0.0560
H: 3.0035 1.6617 -3.0211  0.0893
H: 0.4333 1.4510 -3.5638  0.0934
H: 0.2610 0.8486 -1.9243  0.0847
H: 2.3186 4.1180 -2.7555  0.1310
H: 1.1429 3.5337 -3.9355  0.1309
H: 0.6266 5.7824 -1.8796  0.0766
H: 0.6588 5.8485 -3.6439  0.0955
H: -0.5697 5.0449 -2.7659  0.0340
H: 1.3589 4.1358 -0.4218  0.1212
H: 2.3296 2.7632 -0.7459  0.1117
H: 0.1738 1.3522 0.2205  0.0595
H: -0.4462 2.9095 0.6025  0.0431
H: 1.0384 2.2770 1.3408  0.0604
C: 1.5072 -3.3265 -8.6463  -0.0764
C: 0.6316 -2.3084 -7.9025  -0.2602
N: 1.1882 -1.6943 -6.6707  -0.1472
C: 0.1120 -0.8224 -6.1354  -0.2704
C: -0.9943 -1.5951 -5.4543  -0.0851
C: 2.3276 -0.8887 -7.0719  -0.2725
C: 2.9489 -0.1918 -5.8615  -0.0981
H: 1.6426 -4.2214 -8.0389  0.0750
H: 2.4609 -2.9518 -9.0179  0.0664
H: 1.0320 -3.7063 -9.5507  0.0780
H: 0.2510 -1.6067 -8.6447  0.1156
H: -0.3000 -2.8093 -7.6395  0.0943
H: 0.4097 -0.1098 -5.3661  0.0765
H: -0.2529 -0.1428 -6.9055  0.1182
H: -1.4654 -2.2837 -6.1556  0.0675
H: -0.6411 -2.1681 -4.5970  0.0559
H: -1.7761 -0.9780 -5.0115  0.0536
H: 2.0657 -0.1374 -7.8169  0.1225
H: 3.1321 -1.4680 -7.5251  0.1136
H: 2.4212 0.7133 -5.5609  0.0519
H: 3.9687 0.0542 -6.1576  0.0800
H: 3.0294 -0.9523 -5.0848  0.0744
C: 3.4021 -2.7291 8.0855  -0.0757
C: 4.1568 -1.9451 7.0035  -0.2460
N: 3.3920 -0.8635 6.3585  -0.1713
C: 4.1997 -0.2480 5.3312  -0.2819
C: 5.3718 0.5969 5.8848  -0.0614
C: 2.1970 -1.4761 5.7209  -0.2414
C: 1.1814 -0.4313 5.2572  -0.1104
H: 4.0503 -3.2976 8.7525  0.0801
H: 2.7379 -3.4420 7.5971  0.0646
H: 2.9056 -2.0072 8.7339  0.0834
H: 4.9726 -1.4052 7.4842  0.1063
H: 4.5206 -2.6220 6.2304  0.1199
H: 4.5080 -0.9747 4.5796  0.1150
H: 3.6342 0.4852 4.7561  0.0759
H: 6.0629 -0.0068 6.4731  0.0705
H: 5.8912 1.0178 5.0239  0.0520
H: 5.1485 1.5214 6.4173  0.0782
H: 1.6223 -2.0837 6.4199  0.1069
H: 2.4663 -2.1511 4.9085  0.1115
H: 0.8266 0.1185 6.1289  0.0738
H: 0.2566 -0.9052 4.9281  0.0568
H: 1.4811 0.2739 4.4819  0.0269
C: 6.3131 -1.6962 -0.1882  -0.0845
C: 5.0444 -0.8867 0.0182  -0.2619
N: 4.9141 -0.3505 1.3994  -0.1455
C: 5.8517 0.7482 1.7296  -0.2190
C: 5.6492 2.0506 0.9662  -0.0730
C: 3.4399 -0.0517 1.6058  -0.2486
C: 2.5068 -1.2422 1.6588  -0.0911
H: 6.3411 -2.5852 0.4419  0.0810
H: 7.2434 -1.1417 -0.0651  0.0706
H: 6.4357 -2.0755 -1.2027  0.0759
H: 5.0611 -0.0857 -0.7209  0.0958
H: 4.2156 -1.5344 -0.2675  0.0983
H: 5.7059 0.8962 2.7996  0.0891
H: 6.8288 0.2889 1.5794  0.1143
H: 4.6097 2.3679 1.0484  0.0471
H: 6.2706 2.8456 1.3784  0.0806
H: 5.8718 1.9603 -0.0970  0.0703
H: 3.0257 0.7038 0.9381  0.0756
H: 3.4083 0.3851 2.6040  0.0803
H: 1.5301 -0.9400 2.0368  0.0397
H: 2.8498 -2.0526 2.3021  0.0852
H: 2.2334 -1.7797 0.7508  0.0532
C: -3.7237 -7.7529 3.2094  -0.0790
C: -3.1157 -6.3729 3.5658  -0.2590
N: -4.1823 -5.5088 4.1450  -0.1566
C: -4.5047 -6.0677 5.5322  -0.2282
C: -5.8076 -5.4772 6.0488  -0.0884
C: -3.6566 -4.1683 4.3545  -0.2906
C: -3.1887 -3.4999 3.0914  -0.1100
H: -3.1191 -8.1853 2.4122  0.0683
H: -4.6911 -7.5504 2.7498  0.0803
H: -3.8387 -8.3733 4.0982  0.0651
H: -2.3043 -6.5003 4.2823  0.1148
H: -2.6967 -5.9635 2.6466  0.0875
H: -4.5667 -7.1542 5.4711  0.0986
H: -3.7322 -5.7935 6.2507  0.1094
H: -6.1957 -6.0102 6.9168  0.0796
H: -5.6254 -4.4469 6.3546  0.0581
H: -6.5597 -5.4517 5.2604  0.0804
H: -2.8634 -4.1446 5.1018  0.1166
H: -4.4517 -3.5370 4.7511  0.1095
H: -2.9404 -2.4635 3.3205  0.0507
H: -3.8911 -3.4396 2.2601  0.0842
H: -2.2853 -3.9455 2.6749  0.0516

Forces on the atoms, in the same order (eV/Å):
N -0.1 0.9 0.6
H -0.3 0.0 -0.5
H -0.8 -0.9 -1.0
H 0.8 -0.1 0.9
H 0.7 -0.4 0.4
N 0.4 -1.3 -0.3
H -0.2 1.0 -0.6
H 0.2 -0.1 -0.5
H -0.1 -0.4 0.1
H 0.1 0.0 0.8
N -0.4 0.8 2.6
H -1.2 0.4 -2.6
H 1.4 -0.6 -0.6
H -0.4 -1.3 0.2
H 0.4 0.6 -0.1
N 1.6 1.5 -0.2
H 0.3 0.3 0.8
H -0.6 -1.7 -0.1
H -1.2 -0.2 -0.7
H -0.8 -0.4 0.0
C 2.4 -3.4 -0.7
C -0.4 2.8 2.0
C -3.0 2.7 0.1
O 1.7 -0.3 1.6
C 1.4 -2.2 -0.4
C 0.8 -1.1 -0.2
C -0.5 0.0 -1.0
O -0.7 1.4 0.3
O -0.5 0.7 1.0
O -0.9 0.9 -2.1
H -0.2 -0.2 0.2
H 0.0 0.2 0.0
C 1.9 -0.4 0.4
C -2.1 -0.2 -0.9
N 0.3 -0.4 0.3
C -0.5 1.6 0.8
C 0.4 -0.6 0.4
C -0.6 -0.8 0.3
C 0.2 0.8 -0.1
H 0.1 0.1 0.0
H -0.3 -0.3 0.0
H -0.1 0.1 0.5
H -0.1 0.0 -0.4
H 0.1 -0.1 0.2
H 0.2 -0.1 -0.5
H 0.8 0.0 -0.2
H -0.4 -0.2 -0.3
H -0.5 0.5 -0.3
H 0.6 0.0 0.1
H 0.0 0.0 0.1
H 0.0 0.2 -0.3
H -0.2 0.2 -0.2
H 0.2 0.0 0.0
H 0.0 -0.3 0.1
C -0.4 -0.4 -0.7
C 1.5 -0.4 0.8
N -0.9 -0.3 0.1
C -0.2 0.6 -0.6
C -1.2 1.0 -0.2
C 0.3 -0.7 0.7
C 0.1 -0.3 0.1
H -0.1 -0.2 0.1
H 0.0 0.4 0.1
H 0.0 0.3 0.3
H -0.1 0.4 0.1
H -0.3 0.1 0.0
H 0.3 -0.4 0.0
H 0.1 0.0 0.0
H 0.8 -0.1 0.1
H 0.3 0.1 0.1
H -0.2 -0.4 -0.4
H -0.3 0.2 -0.3
H 0.2 -0.3 0.4
H 0.2 0.0 -0.5
H -0.1 0.2 0.2
H 0.3 0.4 0.1
C 0.0 -0.3 0.2
C -0.5 -1.1 -0.4
N -0.8 0.3 -1.0
C 0.2 0.1 0.6
C -0.6 -0.6 -0.2
C 0.6 0.7 0.8
C 0.5 -0.4 -0.8
H 0.4 0.1 0.2
H 0.1 0.1 0.4
H -0.5 0.3 0.0
H 0.4 0.9 0.0
H 0.2 -0.3 0.2
H 1.0 -0.2 0.1
H -0.4 -0.1 -0.5
H -0.2 0.0 0.2
H 0.4 -0.2 -0.1
H 0.0 0.4 -0.4
H -0.3 0.2 -0.3
H -0.4 -0.5 0.0
H 0.1 -0.1 0.2
H 0.0 0.4 0.2
H -0.1 0.3 0.4
C 0.2 0.4 -0.4
C 0.3 0.5 0.8
N -1.7 -1.2 -0.3
C 0.4 1.6 0.5
C 0.3 -0.3 -0.7
C -0.1 0.9 0.2
C -0.8 0.0 0.4
H 0.3 0.0 -0.3
H -0.3 0.1 0.4
H -0.5 -0.2 -0.1
H 0.3 -0.5 -0.1
H 0.4 -0.2 -0.1
H 0.6 -0.3 -0.1
H -0.6 0.0 0.1
H 0.1 0.2 -0.1
H 0.4 -0.4 -0.2
H -0.8 -0.4 0.5
H 0.4 0.0 0.3
H 0.2 -0.1 -0.4
H 0.3 0.3 0.2
H 0.0 -0.4 -0.4
H 0.4 0.0 -0.1
C 0.6 -0.5 -0.2
C 1.1 0.1 0.1
N -2.4 -0.7 -1.3
C -0.9 -0.9 -0.1
C 0.1 -0.1 0.0
C 1.8 0.0 0.9
C -0.4 -1.0 0.0
H 0.0 0.2 0.3
H -0.1 0.2 0.4
H -0.5 0.1 -0.2
H -0.2 0.4 -0.2
H -0.2 0.1 0.5
H 0.2 0.2 0.1
H 0.1 0.4 0.1
H -0.1 0.1 0.1
H 0.0 0.0 0.0
H 0.1 0.0 0.0
H 0.1 0.2 -0.5
H -0.1 0.2 0.2
H -0.1 0.3 0.3
H 0.3 0.3 0.3
H 0.4 0.4 -0.6
C 0.3 1.1 -0.3
C -1.2 -0.8 0.1
N 1.1 -0.7 1.3
C -0.7 0.4 -1.1
C 0.0 0.3 -0.2
C -0.9 0.2 -0.3
C 0.7 0.6 -0.8
H 0.1 -0.5 0.4
H -0.2 -0.2 0.2
H 0.1 -0.3 -0.5
H 0.4 0.1 0.1
H -0.2 0.3 0.1
H 0.0 0.2 0.0
H 0.5 -0.2 -0.1
H 0.1 -0.1 -0.1
H -0.2 0.1 0.1
H -0.1 -0.2 0.1
H 0.4 -0.1 0.2
H -0.2 -0.1 0.2
H 0.1 0.3 0.2
H -0.5 -0.3 0.2
H 0.1 -0.1 0.1

As for the HOMO-LUMO gap (alpha / beta): 0.164 / 0.093 Eh. The value obtained for the molecular weight is 817.39 g/mol. As for the total energy: -2512.45720 Ha. As for the spin multiplicity: 2. As for the max |F|: 4.19 eV/Å. Its LUMO energy (alpha / beta) is -9.004 / -10.911 eV. The charge is +3.